Below is a 14-piece molecular cluster, C17H11BCl52NO5PS overall, with properties calculated with the ωB97M-V functional and the def2-TZVPD basis.

Geometry (Å):
N 0.92032 -0.45877 1.13832
B 0.72649 -1.53905 0.20979
O -0.34095 -1.44317 -0.65106
C 1.67331 -2.82995 0.15472
C 2.90708 -2.47022 -0.74099
S 4.47674 -3.05580 -0.14614
O 4.44324 -4.48743 -0.25827
O 5.51410 -2.32738 -0.80555
O 4.50552 -2.69153 1.38829
C 3.25256 -2.46726 2.08742
C 2.14996 -3.35808 1.52573
P 0.85281 -3.62236 2.76833
O 1.38252 -3.94656 4.11669
H 0.16565 0.21633 1.06314
H 1.77941 0.06754 1.04899
H -0.41090 -2.18959 -1.25525
H 1.11600 -3.62556 -0.35169
H 2.84009 -3.00840 -1.68591
H 2.98263 -1.39806 -0.92167
H 3.45359 -2.68816 3.13365
H 2.99097 -1.41536 1.99822
H 2.57278 -4.36182 1.39689
H 0.00019 -2.50544 2.72923
H 0.08612 -4.64939 2.18302
C -3.00154 -0.76798 2.32043
Cl -1.62259 -0.60508 3.41771
Cl -2.80615 -2.23401 1.34977
Cl -4.47560 -0.89832 3.26289
Cl -3.07087 0.64040 1.25635
C 4.83892 -0.74510 -4.57078
Cl 6.14211 -0.61572 -3.39868
Cl 5.05060 -2.17985 -5.57029
Cl 3.29608 -0.87899 -3.68782
Cl 4.79682 0.69645 -5.59301
C -4.84277 -4.03117 6.43798
Cl -5.13468 -5.54007 5.56725
Cl -6.26447 -2.98379 6.27267
Cl -4.56763 -4.37153 8.14366
Cl -3.43562 -3.21814 5.75427
C 2.59383 4.21951 -5.39110
Cl 3.71939 3.89006 -6.71479
Cl 2.49657 2.82045 -4.33057
Cl 3.14985 5.61386 -4.46239
Cl 0.99643 4.57152 -6.05210
C 0.97809 -0.19202 -7.17091
Cl 2.03026 -1.60689 -7.23764
Cl -0.48380 -0.47861 -8.11773
Cl 0.53448 0.11614 -5.48651
Cl 1.83891 1.20838 -7.81389
C -5.63426 1.88406 6.28666
Cl -4.88431 2.40016 4.77216
Cl -5.70836 0.11840 6.34154
Cl -4.67758 2.47345 7.64750
Cl -7.27076 2.54052 6.38322
C -3.16810 3.64184 -5.44220
Cl -3.29790 3.86563 -3.69295
Cl -2.71453 5.17825 -6.19431
Cl -1.92998 2.43548 -5.78583
Cl -4.72089 3.10738 -6.08598
C -8.09942 -1.28501 1.84680
Cl -7.66531 -2.07595 3.36630
Cl -8.10919 0.46468 2.08782
Cl -6.90975 -1.70193 0.60834
Cl -9.69854 -1.82534 1.33443
C -2.69389 -6.51183 1.09877
Cl -1.65506 -7.93397 1.08136
Cl -4.28188 -6.91832 0.45293
Cl -2.85677 -5.90653 2.74875
Cl -1.96256 -5.24239 0.09625
C 1.20033 3.42287 -0.72932
Cl 2.50600 2.22237 -0.85196
Cl -0.13826 2.96088 -1.78199
Cl 0.63150 3.48243 0.94610
Cl 1.82490 5.00423 -1.18689
C 2.04851 9.22189 -6.14681
Cl 1.43052 10.76401 -6.74230
Cl 0.85874 7.95037 -6.43056
Cl 3.54675 8.81772 -6.98867
Cl 2.36486 9.34813 -4.41048
C 3.45101 -5.61164 6.80888
Cl 2.65537 -6.56755 5.56640
Cl 2.23822 -4.91180 7.88593
Cl 4.54184 -6.64227 7.74795
Cl 4.38518 -4.31491 6.05449
C 2.31764 8.79414 0.60383
Cl 3.74321 9.27390 1.52503
Cl 1.44525 7.53435 1.47679
Cl 1.26375 10.18961 0.36910
Cl 2.82686 8.17866 -0.97773

Summary:
- 2S+1 = 1
- highest occupied orbital energy (eV) = -10.44
- Kohn-Sham gap (eV) = 10.15
- lowest unoccupied orbital energy (eV) = -0.29



Below is a 13-piece molecular cluster, C17H11Cl48O5P overall in a non-equilibrium geometry, with properties calculated with the ωB97M-V functional and the def2-TZVPD basis.

Geometry (Å):
C -4.13069 -2.22908 -2.49664
C -3.64046 -2.85102 -3.80856
O -4.26045 -2.26358 -4.94197
C -2.14383 -2.68337 -3.96074
C -1.66819 -1.25010 -3.83176
O -0.34319 -1.25898 -3.22623
C -0.28494 -0.36159 -2.20661
O -0.65081 -0.60528 -1.06809
O 0.17288 0.85954 -2.59343
P -1.57435 -0.36104 -5.44167
O -0.58083 -0.90523 -6.38721
H -4.45893 -1.22327 -2.73905
H -4.95014 -2.79854 -2.09158
H -3.32166 -2.14301 -1.78927
H -3.86382 -3.91308 -3.77421
H -5.20365 -2.26050 -4.78726
H -1.62731 -3.26768 -3.21125
H -1.83820 -3.09475 -4.91881
H -2.31988 -0.66580 -3.18435
H 1.13853 0.85467 -2.59395
H -2.90244 -0.38763 -5.89709
H -1.33238 0.97117 -5.04835
C 4.61874 1.31319 -2.15266
Cl 6.04493 0.85077 -3.07456
Cl 4.06239 2.90612 -2.66949
Cl 3.33067 0.12312 -2.42901
Cl 5.00709 1.35503 -0.43449
C 7.55559 4.34542 1.75135
Cl 9.29301 4.14818 1.50551
Cl 7.00697 3.22777 3.00518
Cl 7.21368 6.00274 2.25571
Cl 6.70122 3.99421 0.24545
C 8.80790 9.49067 4.18711
Cl 8.05966 10.64648 5.28809
Cl 10.37271 10.10260 3.64663
Cl 9.03055 7.94891 5.01990
Cl 7.75027 9.25274 2.79066
C -4.22265 -2.01242 1.67994
Cl -4.40630 -0.71871 2.86955
Cl -5.53570 -1.92526 0.49051
Cl -2.67914 -1.84700 0.84919
Cl -4.29408 -3.58087 2.48945
C -5.71488 -7.02220 4.12937
Cl -6.59102 -5.87115 5.14015
Cl -4.09152 -6.40555 3.80209
Cl -5.60791 -8.57802 4.95356
Cl -6.55879 -7.21780 2.58773
C -9.78226 -9.10484 -0.00994
Cl -11.28648 -8.47097 -0.68103
Cl -8.94733 -10.06584 -1.23346
Cl -8.74705 -7.75928 0.48443
Cl -10.13772 -10.11278 1.39414
C 0.28358 -0.18968 3.01669
Cl -1.22189 0.72983 2.92305
Cl 1.14129 0.23377 4.50424
Cl -0.08330 -1.91943 3.02606
Cl 1.30327 0.19430 1.62856
C 2.46303 0.10435 -8.89132
Cl 4.03044 -0.22469 -9.64481
Cl 1.87379 1.68088 -9.43514
Cl 1.31227 -1.14594 -9.35794
Cl 2.64840 0.12134 -7.13737
C -7.02459 -5.79587 -4.11478
Cl -7.42041 -6.59619 -2.59198
Cl -5.30862 -6.01717 -4.46967
Cl -7.99178 -6.48732 -5.41646
Cl -7.38444 -4.06594 -3.97190
C 4.53189 9.92428 7.00088
Cl 3.00086 9.47740 7.76453
Cl 4.27473 11.29995 5.92388
Cl 5.70646 10.36164 8.24542
Cl 5.13861 8.55360 6.07215
C -0.33915 6.20716 7.62988
Cl 0.76997 7.57895 7.76796
Cl 0.49273 4.86519 6.84119
Cl -0.86927 5.70872 9.23981
Cl -1.74248 6.67853 6.66665
C 8.78961 -0.89134 1.78072
Cl 7.38693 -0.11735 1.03467
Cl 9.49442 0.19489 2.98171
Cl 8.28633 -2.39154 2.56466
Cl 9.98947 -1.24942 0.53566

Summary:
- 2S+1 = 1
- highest occupied orbital energy (eV) = -10.11
- Kohn-Sham gap (eV) = 10.02
- lowest unoccupied orbital energy (eV) = -0.09



Below is C17H11IrNO5S as an isolated structure in a non-equilibrium geometry, with properties calculated with the ωB97M-V functional and the def2-TZVPD basis.

Geometry (Å):
O -0.25190 3.29397 -4.26914
C -0.25439 2.22706 -3.91345
Ir -0.24434 -0.30063 -3.05880
O -0.25294 -1.44959 -5.93727
C -0.24102 -0.90516 -4.90701
C -0.26733 -2.11519 -2.36287
O -0.28160 -3.20673 -1.96226
C -2.24147 -0.19243 -2.97468
O -3.37381 -0.36213 -2.92713
C 1.75377 -0.19070 -2.97530
O 2.89332 -0.37054 -2.93817
N -0.30330 0.62010 -1.15074
S 0.88733 0.53832 -0.01849
C 0.23741 1.66203 1.22340
C 1.14058 2.45688 1.95241
C 0.65206 3.33164 2.92535
C -0.73212 3.41612 3.15140
C -1.62336 2.63689 2.40814
C -1.13608 1.76175 1.42964
C 0.74967 -1.10677 0.73722
C -0.21974 -1.36455 1.69657
C -0.34705 -2.65037 2.22450
C 0.50217 -3.66811 1.78470
C 1.47153 -3.40911 0.80672
C 1.59065 -2.12663 0.28074
H -0.90880 1.42688 -0.95629
H 2.20859 2.36168 1.74032
H 1.34884 3.94045 3.50374
H -1.11841 4.09634 3.91294
H -2.70249 2.68774 2.57422
H -1.81646 1.13230 0.85522
H -0.87584 -0.55123 2.00206
H -1.11224 -2.84091 2.98309
H 0.40566 -4.67769 2.19879
H 2.13147 -4.20342 0.44874
H 2.33164 -1.89829 -0.48830

Summary:
- 2S+1 = 5
- charge = +3
- ⟨S²⟩ = 6.03
- highest occupied orbital energy (spin up / spin down) (eV) = -15.96 / -19.13
- Kohn-Sham gap (spin up / spin down) (eV) = 5.06 / 3.97
- lowest unoccupied orbital energy (spin up / spin down) (eV) = -10.90 / -15.15